# 1
One molecule with the formula C18H32O3 at a distorted geometry, computed with the ωB97M-V functional and the def2-TZVPD basis.

Structure (XYZ):
```
53
Properties=species:S:1:pos:R:3:forces:R:3:mulliken_charge:R:1
H -1.720 5.324 -0.737 1.061 -1.179 0.815 0.4157
H -1.460 2.744 -1.414 -0.227 0.226 1.770 0.1603
H -3.400 1.144 1.990 1.318 -1.457 0.027 0.3238
H -4.140 -0.501 3.944 0.424 -1.822 -0.620 0.3194
H 1.568 -2.673 -0.961 1.459 1.005 0.188 0.1731
H 3.173 -2.534 0.000 -1.021 0.674 -1.664 0.3530
C 2.533 -2.161 -3.633 0.597 -0.276 0.910 -1.1071
H -0.703 -0.150 0.869 -1.800 1.015 -0.625 -0.5100
C -3.742 -1.489 3.483 0.521 0.688 -0.668 -1.2128
C 3.395 -2.410 -2.270 0.238 -0.358 -0.272 0.2963
H -3.031 -3.332 1.498 1.007 1.607 -0.447 0.4107
H -1.319 2.400 1.882 0.359 -0.291 -2.203 0.2808
H 0.076 2.060 0.718 -1.754 0.025 0.075 0.0746
H -2.800 3.220 -0.206 2.029 -0.566 -0.180 0.2930
H 0.870 1.196 -1.071 0.474 -2.013 -0.490 0.2294
H 1.475 -2.612 -3.455 1.804 0.976 -0.640 0.2409
H -2.364 -2.225 0.145 -0.043 -0.142 1.806 0.1803
C -1.023 4.584 -0.199 -0.079 0.525 1.085 -0.6111
H 1.490 0.568 1.213 0.928 -1.553 0.027 0.2702
H -0.951 4.825 3.824 0.011 0.981 -2.745 0.3149
C -0.956 5.068 2.689 0.099 -0.911 -6.889 -0.2310
C -1.235 0.023 -1.640 -1.068 2.386 -4.995 0.3776
H 2.507 -1.040 -3.904 -0.195 -1.809 0.453 0.2095
C -1.649 3.068 -0.328 -0.557 1.220 0.651 -0.2791
H -4.380 -1.122 1.338 1.952 0.155 0.870 0.2578
C 4.832 -1.657 -2.308 -0.379 -0.632 0.608 -1.1402
H -4.505 -2.346 3.585 1.225 1.404 -0.140 0.3497
O -2.220 0.223 -0.622 3.162 -0.655 -0.755 -0.3159
H 2.985 -0.554 1.642 -1.905 0.197 -1.128 0.4136
H 4.740 -0.511 -2.290 0.085 -1.751 -0.251 0.2332
H 0.010 4.666 -0.723 -1.669 -0.168 1.260 0.2705
O -1.473 0.564 -2.783 1.005 -2.652 5.488 -0.5764
C 1.155 0.138 -1.476 1.036 0.739 -0.549 -0.1897
H 5.436 -2.009 -3.231 -0.971 0.701 1.580 0.3577
O -0.035 -0.751 -1.513 -1.976 2.117 1.567 -0.2087
H 3.636 -3.555 -2.253 -0.449 1.980 0.009 0.2745
H 3.297 0.099 -0.732 -1.671 -1.205 -0.116 0.1699
C -1.629 0.535 0.674 1.364 0.129 2.348 1.5766
H 5.385 -1.967 -1.333 -0.696 0.560 -1.755 0.2958
C -0.942 5.063 1.361 -0.162 -1.451 6.271 -0.2521
C -2.468 -2.337 1.283 -0.540 -0.342 0.466 -0.9485
C 2.573 -2.111 -0.909 0.666 0.376 -0.286 -0.6795
H 1.264 -1.308 1.251 1.315 1.544 -0.108 0.1409
H -2.763 -1.748 4.042 -1.589 0.269 -0.834 0.2826
H -1.937 0.301 2.881 -1.201 0.158 -1.710 0.3118
H 3.090 -2.708 -4.479 -1.065 0.791 1.178 0.4235
C 2.005 -0.443 1.019 -0.274 -0.247 -1.033 -1.0615
C -3.367 -1.154 1.918 -0.221 -0.333 0.720 0.4309
C -1.077 2.061 0.792 0.097 -0.063 -0.205 -0.8938
H -1.423 -2.437 1.785 -1.772 0.355 -0.874 0.1296
H 1.471 0.312 -2.584 -0.438 -0.450 2.007 0.1787
C -2.623 0.281 1.935 -0.065 -0.481 -0.884 -1.1231
C 2.336 -0.541 -0.590 -0.452 0.007 0.892 0.3196
```
Forces are in eV/Å.

Computed properties:
SMILES string   C#CCCC[C@@H](CC(C)C)OC(=O)OC[C@@H](C)CC(C)C
Energy above the lowest of the compared OMol25 structures with the same formula, charge and spin   5.724 eV
Multiplicity   1
Net charge   0

# 2
An isolated ion of composition C5H11N2 and charge +1 at a distorted geometry, computed with the ωB97M-V functional and the def2-TZVPD basis.

Structure (XYZ):
```
18
Properties=species:S:1:pos:R:3:forces:R:3:mulliken_charge:R:1
H 2.154 1.184 -1.229 0.035 0.001 -0.067 0.3595
H 1.076 -2.182 0.090 -0.026 -0.062 -0.018 0.4147
H 0.033 0.777 1.816 -0.009 0.509 -0.225 0.2881
H 2.616 -1.355 0.311 0.078 0.039 0.064 0.3481
C -2.828 -0.034 0.205 -0.966 0.137 0.753 -0.7589
H -2.563 -0.408 1.195 0.073 0.013 -0.179 0.3329
H -3.575 -0.681 -0.252 0.128 -0.007 -0.001 0.3104
H -1.824 0.027 -1.643 0.202 -0.046 0.163 0.3173
H 2.629 1.236 0.469 0.046 -0.042 0.047 0.3729
H -3.251 0.969 0.299 0.101 -0.089 -0.070 0.3283
H 1.882 -1.412 -1.295 0.031 0.020 -0.102 0.3587
N 0.150 -0.098 1.317 -2.036 -0.569 -3.869 -0.6291
C 0.965 -0.031 0.085 0.778 0.215 -0.640 1.7113
C 1.674 -1.334 -0.232 -0.161 0.007 0.099 -1.3541
C 1.779 1.212 -0.210 -0.158 0.034 0.006 -1.3584
C -0.464 0.007 -0.219 1.474 -0.307 4.882 -0.3268
N -1.652 0.002 -0.635 0.434 0.102 -0.863 -0.0992
H 1.200 2.123 -0.072 -0.025 0.045 0.020 0.3840
```
Forces are in eV/Å.

Computed properties:
SMILES string   C/[NH+]=C1\NC1(C)C
Energy above the lowest of the compared OMol25 structures with the same formula, charge and spin   2.438 eV
Multiplicity   1
Net charge   +1

# 3
A 12-piece molecular cluster, C48H78N6O6 overall at a distorted geometry, computed with the ωB97M-V functional and the def2-TZVPD basis.

Structure (XYZ):
```
138
Properties=species:S:1:pos:R:3:forces:R:3:mulliken_charge:R:1
O 3.380 -5.158 2.410 1.070 -1.378 -0.114 -0.5949
H -0.203 -2.942 -1.813 0.142 0.127 -0.193 0.5055
N 2.950 1.480 -6.529 0.073 -0.510 -1.477 -0.6220
H 6.008 0.329 2.404 -0.061 -0.178 0.069 0.3872
H 1.102 -4.034 2.748 0.581 0.001 0.849 0.4215
H 4.145 -4.720 -0.042 0.494 0.450 -0.515 0.3863
C -4.797 -3.188 2.368 1.418 -0.289 -1.065 -0.4050
C -2.972 3.901 -1.312 -0.445 0.733 1.272 -0.2728
H -6.501 4.872 -2.206 -0.109 0.218 0.059 0.3644
H -4.713 3.063 2.546 0.244 0.021 -0.475 0.1785
C -3.962 0.443 -0.075 -0.363 0.142 0.091 -0.3786
C 2.760 -3.438 -5.848 0.630 0.164 0.338 -0.3832
H -0.758 2.226 1.604 -0.447 0.462 -0.016 0.3987
C -5.488 0.491 -0.171 0.952 0.329 1.513 0.4856
H 1.815 3.145 -6.979 -0.306 -0.012 0.067 0.3826
H 4.163 3.818 -1.401 0.095 -0.053 0.131 0.2850
H -4.072 1.453 2.972 0.059 0.060 -0.064 0.2418
O 0.217 -0.659 7.076 -0.564 -0.232 -0.363 -0.5818
H 2.036 -5.319 0.898 0.092 0.204 -0.067 -0.0674
C 2.109 2.848 -4.812 -0.410 -1.042 0.306 -0.3620
H 4.817 1.497 -1.099 0.215 0.348 -0.083 0.0378
H 5.507 3.056 0.322 -0.029 0.004 -0.022 0.3516
H 2.197 -0.013 4.458 -0.002 0.087 -0.093 0.0962
H -0.948 -1.367 0.703 0.014 0.092 -0.288 0.2096
C -0.291 -5.890 -0.480 -0.314 1.022 0.019 -0.0747
C -2.631 -3.098 3.157 -1.472 1.272 -0.354 -0.4833
H -1.956 3.681 -1.021 0.064 -0.311 0.193 0.3622
H 5.780 -3.586 -4.263 0.105 -0.538 -0.086 0.3885
O 5.345 2.680 1.190 0.326 0.474 0.551 -0.6277
C -0.908 -4.675 -2.850 0.575 0.152 -0.514 -0.6935
H 4.157 -4.614 2.558 0.142 -0.049 0.174 0.4031
H 4.727 -4.013 -6.573 -0.026 -0.193 -0.029 0.3960
H -0.096 0.885 4.117 0.061 -0.219 -0.039 0.0273
C 2.209 4.027 -0.539 -0.937 0.165 -0.281 0.2308
C 4.699 1.442 1.054 -0.368 -1.330 -0.333 1.7021
C 2.664 -4.552 1.353 -0.629 2.424 1.885 0.4563
H -1.570 -6.576 -3.575 -0.210 -0.162 0.149 0.4181
H -5.863 -3.138 2.532 -0.094 0.514 0.269 0.4357
C -1.198 -6.022 -2.726 0.534 -0.396 1.007 -0.4322
H -7.241 0.174 1.134 -0.138 -0.045 -0.494 0.4632
C -2.614 3.098 3.159 -1.640 -0.044 -0.931 1.1630
O 0.085 1.833 1.369 0.874 -1.104 -1.084 -0.5178
H 2.394 3.210 0.142 -0.507 0.238 0.487 0.3984
H -1.965 2.529 3.824 0.359 -0.189 -0.604 0.0262
H -1.093 -7.669 -1.298 0.082 -0.140 -0.232 0.4133
H -0.167 -0.737 2.138 0.761 0.208 -0.287 0.1084
C 2.720 1.988 -3.856 0.769 -0.300 -1.070 0.6076
H -3.625 1.185 0.648 0.148 0.063 -0.143 -0.2005
H 0.902 -1.201 7.476 0.033 -0.111 -0.049 0.3651
H 4.622 1.122 3.199 0.141 0.105 -0.006 0.4029
C 4.718 -3.555 -4.457 -1.549 1.166 -0.210 -0.3462
H -2.914 3.515 1.308 -0.395 0.194 -0.997 0.2497
H -3.559 0.678 -1.060 0.195 0.011 0.020 0.3244
C 3.610 -3.872 0.386 0.195 -0.727 -0.224 -1.0903
H -0.149 1.512 5.773 0.016 0.017 0.053 0.4137
O -2.191 3.059 1.746 0.264 -0.177 2.318 -0.4470
H 3.818 5.425 -3.096 -0.303 0.505 -0.371 0.4175
C 5.115 0.822 -0.296 -0.106 -0.074 0.410 -0.9960
C -0.766 -0.455 1.272 -0.366 0.735 -0.083 -0.6684
H 0.215 -1.410 5.073 -0.255 -0.480 0.351 -0.3138
H -0.960 -4.099 -3.762 -0.451 -0.297 -0.275 0.3585
C -0.317 0.630 5.153 -0.495 -0.150 0.389 -0.9002
C -4.541 4.551 -3.014 0.304 -0.392 2.037 -0.3795
H -2.744 4.612 4.722 -0.260 -0.314 0.090 0.4593
C -5.468 4.673 -1.963 -0.281 -0.481 -1.205 -0.5283
C 1.994 -0.301 5.489 -0.260 -0.011 -0.347 -1.4057
H -6.159 1.294 1.843 0.322 0.407 -0.408 0.1669
H 1.442 3.643 -4.514 0.228 0.234 0.302 0.3908
H 4.007 0.164 -3.683 -0.115 0.243 0.588 0.4402
H -4.884 4.607 -4.037 0.287 0.316 -0.078 0.4219
C 1.030 0.374 -0.387 -0.538 0.815 0.588 -0.8629
C 2.013 -2.933 -4.773 0.645 -0.531 -1.455 -0.5120
H 1.533 6.633 -3.261 -0.176 0.036 -0.088 0.3897
C 3.575 0.669 -5.674 -1.319 1.244 1.038 -0.3473
C 1.719 5.889 -2.501 0.759 -0.544 0.937 -0.6047
H 3.619 1.574 0.991 -0.308 0.261 0.137 -0.6415
C 1.832 -3.507 2.134 -1.850 -0.541 -2.017 -0.4933
H -1.053 -3.896 1.940 0.016 -0.035 -0.087 0.1715
C -2.987 -4.070 1.021 -1.559 0.981 -0.985 -0.0255
C -4.368 -3.741 1.128 0.991 -0.657 2.191 -0.6160
N -0.123 -4.568 -0.539 0.283 0.334 -2.585 0.2304
H 4.605 -0.100 -0.578 0.028 -0.256 0.469 0.2350
H -1.711 4.983 3.408 0.041 0.201 -0.160 0.4155
C -3.227 4.218 -2.624 -1.526 -0.300 -1.531 -0.6035
C 2.679 -2.722 -3.598 1.233 -0.704 -0.162 -0.0840
H 0.157 4.675 0.026 0.111 -0.776 0.362 0.7677
H 2.709 2.168 -2.792 -0.445 0.271 -0.017 0.0997
H 2.614 -1.178 5.675 -0.163 -0.233 0.185 0.5109
C 0.476 -0.541 5.677 2.029 0.825 -0.068 1.0373
H -5.129 -4.104 0.454 0.192 0.213 -0.357 0.4385
H 1.350 1.273 -0.914 0.102 -0.035 -0.212 -0.0459
H 0.817 -0.409 -1.114 -0.210 0.014 0.005 0.2965
H 2.398 -2.711 2.617 0.105 -0.358 0.154 0.2868
H 2.252 -3.476 -6.800 0.218 -0.310 -0.222 0.3646
N 0.720 5.653 -1.600 1.617 -0.237 -1.157 -0.4830
H -1.699 -0.184 1.766 -0.349 0.116 -0.272 0.0880
H -1.357 0.320 5.248 -0.268 0.400 -0.148 0.3710
N 3.989 -3.052 -3.460 -0.591 0.600 0.979 -0.3980
C -4.030 2.518 3.198 -0.103 -0.161 0.615 -1.2658
C 2.989 5.273 -2.421 -0.951 0.129 0.166 -0.3448
C -0.232 0.771 0.445 1.103 -1.501 1.070 1.4558
H 2.140 -2.261 -2.784 0.365 -0.029 0.475 0.5723
H 0.033 -6.325 0.454 -0.218 -0.380 0.119 0.3925
H -3.455 5.131 3.200 -0.107 -0.211 -0.209 0.3115
H -1.987 -2.700 3.927 0.207 -0.209 0.160 0.4409
H -5.910 4.394 0.100 0.111 -0.089 0.261 0.4248
H 2.348 0.496 6.142 -0.137 0.106 0.021 0.4206
H -2.508 4.050 -3.412 0.402 0.146 0.234 0.3946
C 4.133 -3.740 -5.713 -0.946 0.333 0.049 -0.4610
C -2.114 -3.710 2.017 -0.242 0.044 0.998 0.3319
H 0.981 -2.680 -4.969 -0.089 0.147 0.352 0.4867
H 4.298 -3.210 0.911 0.205 -0.173 0.338 0.3100
H 3.197 -3.220 -0.383 -0.463 -0.465 -0.106 0.0881
N -3.887 3.967 -0.310 -0.611 0.300 -1.082 -0.1283
H -2.588 -4.451 0.092 -0.124 -0.319 -0.026 0.2434
C -0.363 -4.010 -1.793 -0.052 -0.168 3.328 -0.2391
H 4.089 -0.226 -5.991 0.132 0.114 -0.671 0.3915
H -5.689 1.442 -0.663 -0.579 -0.064 -0.555 0.1397
H -4.489 2.681 4.173 0.210 -0.219 0.326 0.5578
H -3.586 -0.533 0.233 -0.215 -0.111 0.052 0.2493
H 4.315 -0.316 2.261 0.222 -0.186 -0.086 0.0269
H -0.976 1.105 -0.279 -0.310 0.033 0.089 -0.3954
C 2.194 2.532 -6.175 2.012 -1.202 1.674 -0.5012
H 1.126 -3.077 1.424 0.154 0.711 -0.304 -0.0551
H -6.855 -0.592 -0.880 -0.176 -0.354 -0.207 0.3646
H -5.717 -0.362 1.758 0.040 -0.226 0.007 0.1579
C 3.490 0.888 -4.296 -0.657 0.767 -0.762 -0.4783
C 4.948 0.570 2.317 -0.150 0.827 -0.957 -1.2088
O -5.899 -0.669 -0.824 -0.351 -0.281 -1.365 -0.5199
H 6.194 0.670 -0.312 0.033 -0.053 -0.148 0.4317
C -2.669 4.517 3.639 1.068 0.961 0.340 -1.7959
N -3.947 -2.761 3.329 0.553 -1.402 -0.760 -0.6155
C 0.977 4.725 -0.676 0.495 0.301 0.340 -0.8434
H 1.872 0.043 0.221 -0.129 -0.051 0.290 -0.0001
C -5.147 4.342 -0.662 1.791 -0.064 -0.099 -0.4560
C -0.878 -6.629 -1.496 -0.342 -0.110 -0.871 -0.8397
C 3.213 4.332 -1.423 -0.259 0.319 -0.399 -0.2454
C -6.183 0.433 1.175 0.091 0.015 1.366 -1.1542
```
Forces are in eV/Å.

Computed properties:
SMILES string   c1ccncc1.c1ccncc1.c1ccncc1.c1ccncc1.c1ccncc1.c1ccncc1.CC(C)O.CC(C)O.CC(C)O.CC(C)O.CC(C)O.CC(C)O
Multiplicity   1
Net charge   0
E   -2655.63262 Ha

# 4
C13H37AsCl4F6O12P as an isolated structure at a distorted geometry, computed with the ωB97M-V functional and the def2-TZVPD basis.

Structure (XYZ):
```
74
Properties=species:S:1:pos:R:3:forces:R:3:mulliken_charge:R:1
H 0.538 -3.120 4.056 -0.012 -0.195 -0.278 0.4136
H -1.098 -4.971 -0.432 -0.432 0.195 0.065 0.2372
C -5.201 -0.905 -1.000 0.913 0.311 -1.170 0.1353
Cl -6.647 0.067 -1.428 0.060 -0.220 0.713 -0.2119
C -1.060 4.715 -1.366 0.366 -1.588 0.083 -0.6100
H 2.361 -0.445 4.794 -0.080 0.181 0.271 0.2777
O 2.024 3.626 -3.456 -1.508 3.285 -0.706 -0.4042
C -1.189 -4.593 -1.450 0.952 1.087 -2.256 0.0847
C 0.497 -3.240 2.973 -0.632 -0.250 -0.681 0.5417
F -1.707 1.155 -0.734 0.688 -1.523 -0.088 -0.5437
H 2.071 1.502 -3.490 -0.856 0.402 -0.614 0.2371
H 2.952 0.653 1.770 0.448 -0.481 -0.568 0.2359
O 4.544 -2.155 -2.883 -1.075 1.212 1.428 -0.5601
H 2.157 -2.412 -1.332 -0.180 0.443 -0.155 -0.0508
H -0.887 4.380 -0.343 -0.040 0.119 0.020 0.2275
C -2.599 -4.650 -2.038 -0.624 -0.881 1.538 -0.1813
Cl -5.058 -1.678 0.592 -0.551 0.339 -0.735 -0.1263
Cl -0.943 -4.252 2.509 0.747 0.424 0.463 -0.1822
H -3.363 -4.022 -1.578 1.133 1.863 -0.295 0.1385
C 2.955 -1.809 -0.899 2.398 -1.060 -0.262 1.0686
H 2.603 -1.089 -0.160 -0.315 0.307 -0.578 -0.2942
H -4.334 -0.261 -1.153 -0.211 0.166 0.559 -0.1007
F 0.475 0.677 0.364 -0.744 -0.813 -0.648 -0.4953
H -1.482 3.862 -1.898 -0.514 0.271 0.040 0.3032
H 0.295 -5.765 -1.564 0.560 -0.331 -0.477 0.3224
O -0.970 1.369 5.180 -1.238 -0.568 -0.788 -0.6311
H 0.574 7.164 -2.503 -1.039 0.202 0.236 0.2841
H 1.237 8.092 -3.698 0.115 -0.042 -0.856 0.2648
F -1.648 -0.345 1.211 1.414 -0.634 -1.110 -0.4768
O -3.512 0.831 2.483 -0.530 -0.435 0.718 -0.5848
H -3.257 2.115 4.086 -0.602 -0.432 0.238 0.3572
H -0.085 1.063 4.968 0.210 0.008 0.323 0.3944
H -2.665 -4.586 -3.124 0.423 -0.018 0.033 0.3246
H 3.409 -2.743 0.702 0.244 -0.402 0.230 0.2192
H -1.728 5.576 -1.336 0.423 0.246 -0.515 0.2987
C -1.827 0.578 4.297 -0.380 -0.100 0.890 0.1884
H -2.851 0.400 1.936 -0.441 -0.333 -0.672 0.4787
H 2.789 2.261 -2.187 0.382 0.367 0.088 0.3367
H -0.852 -3.559 -1.517 -0.164 0.074 0.572 -0.1094
O -0.154 -5.310 -2.281 -1.645 0.214 1.350 -0.5720
O 4.109 -0.059 3.236 -0.663 -0.065 -0.208 -0.5752
F -2.132 -1.457 -0.950 1.841 1.652 0.294 -0.4862
F 0.185 -1.791 0.044 -1.130 1.330 -0.105 -0.3040
P 0.667 4.577 -3.487 -0.268 0.395 1.039 1.1052
C 0.565 7.240 -3.591 -0.229 1.601 1.977 -0.6248
C 3.882 -1.164 -1.967 -0.424 -1.385 -0.636 -0.6497
H 0.336 -2.297 2.451 0.199 -0.132 0.134 -0.6686
O -0.436 3.918 -4.201 0.470 0.630 -0.039 -0.6631
H -1.205 -0.205 3.863 -0.149 0.239 -0.736 -0.1105
H 3.252 -0.584 -2.640 0.108 0.646 0.315 0.1645
C 1.665 0.545 3.281 1.232 -1.214 -0.292 0.2571
H 4.121 -0.576 4.044 -0.083 -0.275 -0.060 0.3587
F 0.040 -0.267 -1.996 -1.192 -0.173 2.025 -0.5437
H -2.101 2.204 2.913 0.655 0.062 -0.319 0.2203
Cl 2.009 -3.981 2.365 -0.433 0.204 0.366 -0.1722
C -2.705 1.452 3.420 1.429 2.255 -0.181 -0.4933
H -2.629 0.047 4.809 0.440 -0.399 1.038 0.2525
H -2.758 -6.218 -0.876 -0.013 -0.048 -0.091 0.2965
H 2.506 -1.019 2.114 0.651 -0.482 0.284 -0.5458
H 1.120 2.286 -2.123 -0.529 -0.186 -0.612 0.1984
H -5.124 -1.588 -1.846 -0.173 -0.609 0.662 0.2440
H 1.884 1.611 3.337 -0.576 0.156 0.407 0.2789
O 1.509 -0.091 4.529 -0.605 -0.031 0.838 -0.5696
As -0.795 -0.337 -0.380 -0.278 -0.161 -0.579 2.1772
C 2.844 -0.086 2.564 -0.136 1.514 -0.908 0.3051
O 3.823 -2.741 -0.164 -0.668 0.711 -0.113 -0.6813
H 4.678 -0.592 -1.490 -0.139 -0.008 -0.116 0.3591
O 0.258 4.901 -1.916 1.202 0.426 -1.613 -0.3441
O 1.144 6.097 -4.043 1.177 -4.935 -0.678 -0.3958
O -3.258 -5.835 -1.601 -0.167 -2.120 -0.436 -0.5889
C 1.929 2.372 -2.849 0.856 -1.262 1.991 -0.5572
H -0.405 7.446 -4.044 -0.059 -0.015 0.187 0.2741
H 3.852 -2.256 -3.540 0.193 -0.446 -0.292 0.3254
H 0.808 0.268 2.666 -0.204 0.716 0.052 -0.0784
```
Forces are in eV/Å.

Computed properties:
Energy above the lowest of the compared OMol25 structures with the same formula, charge and spin   2.975 eV
Multiplicity   1
Net charge   -1